Record 1
Entry from OMol25: a cluster of 3 separate species, C20H31BBrFI2N2O4 in total (the ωB97M-V functional and the def2-TZVPD basis).

Calculated values
SMILES: CC[C@H](F)c1cc2nc([C@H](I)[C@@H](C)I)c(Br)nc2cc1B(O)O.CC(C)O.CC(C)O
HOMO energy in Ha: -0.33830
Total charge: 0
Molecular weight in g mol⁻¹: 727.00
E in Ha: -4485.39239
Orbital gap in eV: 8.421

Last column: natural (NBO) charge in e.
Atoms and positions in Å:
C1 4.06 4.81 -1.80  -0.601
C2 3.80 3.37 -1.35  -0.437
C3 3.24 2.46 -2.46  0.192
F1 2.65 3.23 -3.48  -0.374
C4 2.20 1.51 -1.92  -0.002
C5 0.89 1.89 -2.01  -0.202
C6 -0.13 1.10 -1.46  0.127
N1 -1.43 1.49 -1.57  -0.379
C7 -2.36 0.75 -1.04  0.139
C8 -3.79 1.19 -1.18  -0.377
I1 -4.75 -0.16 -2.56  0.129
C9 -3.94 2.63 -1.65  -0.306
C10 -5.36 3.05 -2.01  -0.646
I2 -3.28 3.88 -0.02  0.081
C11 -1.98 -0.45 -0.33  0.148
Br1 -3.30 -1.47 0.56  0.057
N2 -0.77 -0.86 -0.22  -0.387
C12 0.20 -0.09 -0.80  0.148
C13 1.54 -0.47 -0.71  -0.164
C14 2.55 0.29 -1.27  -0.369
B1 4.00 -0.30 -1.12  1.168
O1 5.13 0.26 -1.71  -0.933
O2 4.17 -1.41 -0.32  -0.929
H1 4.92 4.87 -2.46  0.203
H2 4.28 5.41 -0.92  0.213
H3 3.20 5.24 -2.32  0.218
H4 3.12 3.36 -0.50  0.220
H5 4.74 2.93 -1.02  0.223
H6 4.05 1.91 -2.94  0.173
H7 0.62 2.82 -2.50  0.244
H8 -4.27 1.11 -0.21  0.252
H9 -3.27 2.82 -2.48  0.244
H10 -5.41 4.14 -2.05  0.229
H11 -5.62 2.69 -3.00  0.228
H12 -6.08 2.72 -1.27  0.216
H13 1.78 -1.39 -0.19  0.243
H14 5.23 0.10 -2.65  0.505
H15 4.40 -2.21 -0.81  0.505
C15 2.75 -0.42 2.75  -0.629
C16 3.73 0.72 2.57  0.096
C17 4.67 0.87 3.76  -0.629
O3 3.04 1.95 2.33  -0.723
H16 2.11 -0.26 3.62  0.196
H17 2.11 -0.48 1.87  0.218
H18 3.26 -1.38 2.87  0.216
H19 4.32 0.55 1.67  0.172
H20 4.11 1.09 4.67  0.196
H21 5.37 1.69 3.59  0.217
H22 5.24 -0.05 3.92  0.213
H23 2.51 2.14 3.11  0.459
C18 -5.32 -5.71 0.36  -0.630
C19 -4.47 -6.19 1.52  0.095
C20 -5.15 -5.94 2.86  -0.630
O4 -3.18 -5.57 1.49  -0.714
H24 -5.49 -4.63 0.43  0.197
H25 -4.82 -5.91 -0.59  0.219
H26 -6.29 -6.21 0.35  0.209
H27 -4.27 -7.25 1.42  0.172
H28 -5.32 -4.86 3.00  0.196
H29 -4.52 -6.29 3.68  0.218
H30 -6.11 -6.44 2.92  0.210
H31 -3.32 -4.62 1.58  0.458

---

Record 2
Entry from OMol25: a structure of composition C2H4Br2S2 (the ωB97M-V functional and the def2-TZVPD basis).

Calculated values
ΔE to the lowest compared entry with this formula, charge and spin in kcal per mole: 51.9
HOMO energy (spin up / spin down) in Ha: -0.29566 / -0.28394
Total charge: 0
Molecular weight in g mol⁻¹: 252.00
E in Ha: -6022.89379
Orbital gap (spin up / spin down) in eV: 7.947 / 7.431

Last column: natural (NBO) charge in e.
Atoms and positions in Å:
C1 -1.07 0.37 -0.35  -0.552
C2 1.43 0.59 -0.85  -0.519
S1 -0.54 -1.56 1.83  -0.111
S2 -1.14 -1.31 -0.12  0.244
Br1 2.08 -1.11 -0.42  0.102
Br2 1.99 2.03 0.26  0.058
H1 -1.41 0.71 -1.32  0.225
H2 -1.07 1.03 0.49  0.229
H3 1.52 0.83 -1.90  0.195
H4 -1.77 -1.58 2.38  0.128

---

Record 3
Entry from OMol25: a cluster of 2 separate species, C4H13NO3 in total (the ωB97M-V functional and the def2-TZVPD basis).

Calculated values
ΔE to the lowest compared entry with this formula, charge and spin in kcal per mole: 66.5
SMILES: C[C@@H](O)[C@@H](N)CO.O
HOMO energy in Ha: -0.34657
Total charge: 0
Molecular weight in g mol⁻¹: 123.15
E in Ha: -440.60925
Orbital gap in eV: 10.116

Last column: natural (NBO) charge in e.
Atoms and positions in Å:
C1 0.97 1.54 1.01  -0.655
C2 1.17 0.29 0.14  0.102
O1 2.09 -0.57 0.75  -0.734
C3 -0.18 -0.39 -0.10  -0.123
N1 -0.10 -1.29 -1.25  -0.867
C4 -0.78 -1.02 1.24  -0.059
O2 -2.15 -0.71 1.28  -0.722
H1 0.39 1.27 1.97  0.200
H2 1.86 1.89 1.45  0.230
H3 0.70 2.47 0.63  0.225
H4 1.79 0.47 -0.87  0.160
H5 2.08 -1.40 0.20  0.475
H6 -0.81 0.44 -0.30  0.199
H7 -0.68 -0.81 -2.09  0.370
H8 -0.67 -2.17 -1.13  0.372
H9 -0.25 -0.82 2.14  0.188
H10 -0.72 -2.16 0.97  0.167
H11 -2.32 0.13 1.65  0.470
O3 -0.85 1.72 -2.61  -0.931
H12 -0.13 1.13 -2.40  0.462
H13 -0.38 2.57 -2.58  0.470

---

Record 4
Entry from OMol25: a cluster of 2 separate species, C3H12N2O3P in total (the ωB97M-V functional and the def2-TZVPD basis).

Calculated values
ΔE to the lowest compared entry with this formula, charge and spin in kcal per mole: 2.0
HOMO energy in Ha: -0.47630
Total charge: +1
Molecular weight in g mol⁻¹: 155.11
E in Ha: -797.86757
Orbital gap in eV: 9.952

Last column: natural (NBO) charge in e.
Atoms and positions in Å:
C1 1.17 -1.82 1.25  -0.285
C2 -2.81 -2.27 -0.26  -0.267
C3 1.72 2.69 -0.66  0.396
N1 1.78 1.68 0.14  -0.715
N2 0.86 2.77 -1.61  -0.690
O1 -0.98 0.91 -0.30  -1.015
O2 0.57 -0.71 0.61  -0.862
O3 -1.69 -1.61 0.30  -0.829
P1 -0.60 -0.71 -0.53  1.591
H1 2.11 -2.14 0.85  0.201
H2 0.58 -2.80 1.27  0.211
H3 1.29 -1.70 2.40  0.213
H4 -3.71 -2.01 0.52  0.197
H5 -2.63 -3.34 -0.14  0.212
H6 -3.17 -1.81 -1.19  0.203
H7 2.45 3.48 -0.49  0.223
H8 0.88 1.07 0.39  0.466
H9 2.49 1.82 0.73  0.402
H10 -1.23 0.92 0.62  0.497
H11 0.12 2.12 -1.64  0.431
H12 0.82 3.47 -2.26  0.421